Record 1
The following is a DFT calculation (the ωB97M-V functional and the def2-TZVPD basis) of a molecular structure, C18H13BrN3OPdS.

The HOMO-LUMO gap (spin up / spin down) comes out at 5.35 / 6.38 eV. The value obtained for the total energy is -4033.27491 a.u. The value obtained for the molecular weight is 505.71 u. Its net charge is -1. Its spin multiplicity is 3. For the LUMO energy (spin up / spin down), the calculation gives 2.93 / 2.25 eV. The maximum force comes out at 4.1 eV/Å.

The geometry in XYZ format:
```
38
Properties=species:S:1:pos:R:3:forces:R:3:nbo_charge:R:1
Pd -0.723056 0.001147 -1.437584 0.9908 -1.1628 -1.1801 0.9096
N -4.186550 0.805003 -3.939394 -0.5550 -1.0860 -3.8886 -0.8085
C -3.159322 0.712945 -3.057619 2.3131 2.2387 2.4066 0.2354
S -2.369629 -0.797456 -2.770557 -1.7527 -0.7437 -1.2143 -0.3419
N -2.819965 1.877702 -2.450584 -1.3031 -2.1128 -0.9474 -0.4441
N -1.780897 1.756220 -1.571286 -0.7387 2.2607 0.8073 -0.3348
C -1.728028 2.666396 -0.621248 -0.3837 -1.6267 -0.3014 0.0935
C -0.566702 2.786786 0.237836 0.0170 -0.0596 -0.4301 -0.2325
C -0.590527 3.686082 1.312720 -0.4542 -0.3681 -0.4497 -0.1563
C 0.502435 3.855280 2.098908 -0.0561 0.6819 1.7949 -0.2993
C 1.674005 3.144527 1.901205 0.6809 0.0514 -0.7998 -0.1981
C 1.790851 2.354056 0.795581 -0.2873 -0.3565 -0.0187 -0.2747
C 0.649034 2.067410 -0.011842 0.7000 -0.7455 -0.6894 0.3901
O 0.792555 1.124294 -0.915327 1.5422 2.3837 1.2350 -0.7319
H -4.062115 0.061425 -4.696795 -0.4313 0.8451 1.7609 0.3707
H -4.126891 1.657840 -4.511988 -0.1979 0.0615 0.9559 0.3718
H -2.681138 3.203527 -0.412930 0.9197 0.1729 -0.2692 0.1832
H -1.525662 4.181106 1.550643 0.0648 0.1767 -0.0914 0.1980
H 0.447455 4.494372 2.971319 -0.1367 0.1336 0.0107 0.1924
H 2.543752 3.240489 2.539951 -0.1388 0.2463 0.1739 0.1980
H 2.740225 1.872831 0.577033 -0.3115 -0.2037 -0.1174 0.2119
Br 1.542105 -1.978691 -2.719092 -0.2110 0.4317 -0.0704 0.0466
C 1.943114 -2.293313 -0.882806 0.6707 0.2285 -1.1899 -0.0076
C 3.191346 -2.826376 -0.655911 -0.2282 0.3480 -0.7737 -0.2680
C 3.477209 -3.302895 0.617826 0.5773 -0.4791 0.6569 -0.2304
C 2.522094 -3.219303 1.612469 -0.5854 0.1482 -0.0394 -0.2021
C 1.237117 -2.652273 1.368937 -0.8281 0.0369 -0.3814 -0.0178
C 0.152932 -2.760794 2.332339 -0.3226 0.1871 -1.6239 -0.2436
C -1.158554 -2.431138 2.001175 2.3477 0.3472 -1.2025 -0.2006
C -1.353733 -1.798431 0.742966 0.3893 -0.5529 0.6252 -0.2826
C -0.324914 -1.490639 -0.116746 -1.2518 -1.1060 -0.1429 -0.1876
C 0.936971 -2.099504 0.067575 0.4002 -0.2805 1.9503 -0.1704
H 3.952599 -2.875694 -1.468771 -0.9017 -0.0894 0.7248 0.2223
H 4.459988 -3.804578 0.688230 -0.6639 0.3686 0.6605 0.2068
H 2.613117 -3.580702 2.626637 0.6246 -0.3289 0.0047 0.2009
H 0.371749 -3.351837 3.171512 0.2240 -0.3938 1.4242 0.1891
H -2.012201 -2.594919 2.611864 -0.3599 -0.3738 0.6832 0.2014
H -2.370769 -1.690893 0.413755 -0.3626 0.7209 -0.0534 0.2111
```
Forces are in eV/Å.

***

Record 2
The following is a DFT calculation (the ωB97M-V functional and the def2-TZVPD basis) of a molecular structure, C21H32N6OPt.

The HOMO-LUMO gap (spin up / spin down) comes out at 7.52 / 7.52 eV. The value obtained for the total energy is -1341.98832 a.u. The value obtained for the molecular weight is 579.61 u. Its net charge is +2. For the LUMO energy (spin up / spin down), the calculation gives -6.64 / -6.64 eV. The maximum force comes out at 0.7 eV/Å. Its energy relative to the best compared isomer or geometry (same formula, charge and spin) is 28.9 kcal/mol.

The geometry in XYZ format:
```
61
Properties=species:S:1:pos:R:3:forces:R:3:nbo_charge:R:1
Pt 1.154007 1.021128 -0.168069 0.1502 0.1798 -0.3944 0.9799
C 2.363636 3.431276 -1.065135 -0.1398 0.0372 -0.0553 -0.2373
C 3.447169 3.138445 -0.052266 0.1525 -0.0215 0.0652 -0.2455
N 3.326783 1.743830 0.459042 -0.4756 -0.4846 -0.0521 -0.6288
C 3.470750 1.603751 1.932398 -0.0578 0.0576 0.1052 -0.2729
C 2.164726 1.432021 2.731507 0.1393 0.0830 -0.1996 0.2133
C 2.165946 1.138689 4.083110 0.0033 -0.0382 0.1237 -0.2359
C 0.940798 0.908371 4.702531 0.0345 0.0128 -0.0624 -0.1128
C -0.236835 0.944484 3.963813 -0.0545 -0.0363 0.0790 -0.2322
C -0.148837 1.244704 2.615957 -0.1123 0.0671 -0.2037 0.2187
C -1.371420 1.208679 1.682384 0.0320 0.0601 0.1375 -0.2692
N -1.094957 1.498029 0.251597 0.5439 -0.4703 -0.0253 -0.6249
C -1.265959 2.925689 -0.129003 -0.1821 0.0244 0.0514 -0.2466
C -0.178301 3.357583 -1.084148 0.1308 0.0764 -0.0754 -0.2368
N 1.098376 2.997373 -0.426723 0.0456 0.6423 -0.1970 -0.5469
N 1.022990 1.522844 2.065936 0.0303 0.0834 0.4393 -0.5821
H 2.495186 2.856126 -1.981739 0.0035 -0.0138 -0.0136 0.2308
H 2.336517 4.491998 -1.322529 -0.0205 0.0197 0.0271 0.2379
H 3.343572 3.817417 0.796689 -0.0101 -0.0014 -0.0096 0.2124
H 4.431996 3.315167 -0.483526 0.0234 -0.0307 0.0236 0.2479
H 4.000000 1.148679 -0.005896 0.1314 0.0436 0.0792 0.4202
H 4.003346 2.471412 2.327634 0.0520 -0.0113 -0.0106 0.2358
H 4.105600 0.742244 2.139738 -0.0167 -0.0384 -0.0193 0.2402
H 3.092363 1.071952 4.640050 -0.0265 -0.0003 0.0071 0.2481
H 0.907986 0.668288 5.757290 -0.0020 0.0149 -0.0126 0.2524
H -1.190955 0.724941 4.426496 0.0242 0.0075 0.0104 0.2470
H -2.117204 1.911171 2.062444 -0.0556 -0.0206 -0.0370 0.2336
H -1.817006 0.215920 1.751806 0.0395 -0.0360 -0.0244 0.2396
H -1.682746 0.912964 -0.331767 -0.1215 0.0180 0.0726 0.4183
H -1.206790 3.523558 0.783178 0.0087 -0.0040 0.0001 0.2142
H -2.249960 3.102918 -0.563492 -0.0252 -0.0364 0.0260 0.2450
H -0.226848 4.429891 -1.283734 -0.0054 0.0164 0.0181 0.2383
H -0.235830 2.826697 -2.034794 0.0072 -0.0123 -0.0046 0.2291
H 1.079862 3.393482 0.514225 -0.0283 0.1032 -0.0215 0.4078
C -3.157360 -0.929635 -1.934365 -0.0261 0.0907 -0.0166 -0.6288
C -2.921841 -2.214766 -1.155334 0.1020 -0.1819 0.0320 -0.2086
N -2.194873 -3.235911 -1.902341 -0.1930 0.1579 -0.2401 -0.4233
C -2.903196 -3.915322 -3.007960 0.0067 0.0598 0.1962 -0.2191
C -2.376083 -3.514649 -4.373247 0.0292 -0.0003 -0.0665 -0.6200
C -0.969901 -3.699577 -1.587591 0.2010 -0.1334 0.1963 0.6462
O -0.446988 -4.676277 -2.089039 -0.0875 0.0614 -0.0476 -0.5723
C -0.143763 -2.953035 -0.559300 -0.0340 -0.0641 -0.1078 -0.1190
C 0.384357 -3.624250 0.535977 -0.0425 -0.1341 0.0668 -0.0767
C 1.265198 -2.965317 1.375824 0.0569 -0.0319 -0.0141 -0.2282
C 1.597017 -1.653576 1.102867 0.0882 0.0493 -0.2333 0.0541
N 1.100454 -1.001937 0.039043 -0.3813 -0.2742 0.3363 -0.4882
C 0.251252 -1.653499 -0.777322 0.1534 0.1274 -0.0763 0.0453
H -3.724548 -0.218477 -1.326018 0.0085 -0.0316 -0.0131 0.2132
H -3.741905 -1.109446 -2.836545 0.0242 -0.0099 0.0079 0.2428
H -2.216155 -0.467154 -2.248319 0.0036 -0.0204 -0.0060 0.1842
H -3.881485 -2.641887 -0.856716 -0.0232 0.0166 0.0048 0.2200
H -2.380374 -2.013757 -0.230754 -0.0007 0.0132 0.0246 0.1905
H -3.959032 -3.664253 -2.903018 -0.0001 -0.0122 -0.0129 0.2029
H -2.800403 -4.988650 -2.859379 0.0230 -0.0284 -0.0094 0.2360
H -2.527082 -2.451272 -4.568616 0.0074 -0.0150 0.0197 0.1974
H -2.897153 -4.075261 -5.149410 0.0053 0.0145 0.0142 0.2382
H -1.313897 -3.743266 -4.453822 -0.0137 -0.0044 -0.0045 0.2284
H 0.110007 -4.657135 0.710987 0.0389 0.0018 -0.0115 0.2612
H 1.707496 -3.460211 2.228692 -0.0224 -0.0046 0.0019 0.2554
H 2.296860 -1.107790 1.720197 -0.0793 0.0407 0.0721 0.2080
H -0.084550 -1.105383 -1.649471 -0.0629 0.0217 0.0396 0.2218
```
Forces are in eV/Å.